{"formula": "C28H64LiN2O24P", "method": "wB97M-V/def2-TZVPD", "orbital_gap_ev": 6.418, "e_tot_ha": -3368.9653, "relative_energy_kj_mol": 207.8, "lumo_ev": 0.14, "species": ["C", "N", "C", "C", "C", "C", "O", "H", "H", "H", "H", "H", "H", "H", "H", "H", "H", "H", "H", "H", "H", "C", "N", "C", "C", "C", "C", "O", "H", "H", "H", "H", "H", "H", "H", "H", "H", "H", "H", "H", "H", "H", "Li", "P", "O", "O", "O", "O", "C", "O", "C", "O", "O", "C", "H", "H", "H", "H", "H", "H", "C", "O", "C", "O", "O", "C", "H", "H", "H", "H", "H", "H", "C", "O", "C", "O", "O", "C", "H", "H", "H", "H", "H", "H", "C", "O", "C", "O", "O", "C", "H", "H", "H", "H", "H", "H", "C", "O", "C", "O", "O", "C", "H", "H", "H", "H", "H", "H", "C", "O", "C", "O", "O", "C", "H", "H", "H", "H", "H", "H"], "xyz": [[-5.80647, -30.63533, 51.82186], [-4.69042, -29.95975, 52.56921], [-3.73965, -31.07456, 53.08472], [-3.91163, -29.04536, 51.69340], [-5.38490, -29.15051, 53.54689], [-4.39021, -28.56896, 54.64395], [-5.05164, -27.68482, 55.46562], [-6.18436, -30.01791, 51.23775], [-6.53372, -31.37745, 52.20123], [-5.28320, -30.87510, 50.91680], [-4.23276, -31.55958, 54.04198], [-2.75244, -30.66324, 53.31819], [-3.31361, -31.68601, 52.30281], [-3.31074, -29.49982, 50.84950], [-2.91616, -28.59549, 52.19882], [-4.61517, -28.14626, 51.40661], [-6.06710, -29.77428, 53.94047], [-5.90234, -28.21327, 53.10072], [-3.54627, -28.03732, 54.25162], [-4.00128, -29.29891, 55.32096], [-4.96154, -26.71229, 55.02165], [-0.87674, -23.67747, 56.65907], [-0.77122, -23.98342, 55.17776], [0.62992, -23.55257, 54.82959], [-1.04445, -25.35718, 54.93791], [-1.76022, -23.01202, 54.51204], [-1.58830, -22.80096, 53.02774], [-2.79981, -22.14479, 52.41687], [-0.59428, -22.52567, 56.85932], [-0.16063, -24.34968, 57.16110], [-1.79037, -23.57527, 57.10120], [0.70333, -23.55099, 53.73692], [1.28750, -24.28683, 55.14890], [0.84746, -22.45915, 55.19035], [-0.75524, -25.90993, 55.72407], [-0.71033, -25.97894, 54.01953], [-2.20221, -25.44543, 55.07745], [-1.92224, -21.91679, 54.98843], [-2.80252, -23.39792, 54.60359], [-1.71655, -23.74778, 52.76291], [-0.87619, -22.03005, 52.86726], [-3.40653, -22.80393, 52.25110], [-6.04317, -24.77745, 53.40501], [-4.08480, -25.58789, 52.71596], [-5.38055, -26.27291, 52.31541], [-4.63167, -25.55761, 54.21387], [-4.41544, -24.15614, 52.56134], [-2.80332, -26.11223, 52.47421], [-10.32915, -29.48466, 47.84790], [-9.47926, -28.32284, 47.98075], [-8.44051, -28.20439, 48.76645], [-8.14895, -29.07598, 49.62468], [-7.76761, -27.09159, 48.65881], [-6.69585, -26.65724, 49.63095], [-10.72767, -29.67147, 48.75484], [-9.70796, -30.38956, 47.54202], [-11.17100, -29.21138, 47.27446], [-6.10760, -27.53334, 49.71547], [-7.28694, -26.30725, 50.72074], [-6.19666, -25.72120, 49.22492], [-9.74692, -21.30963, 55.58865], [-8.89274, -22.30242, 55.18510], [-7.70014, -22.23031, 55.80078], [-7.34151, -21.28714, 56.45676], [-6.89593, -23.42575, 55.56835], [-5.53759, -23.27768, 55.82365], [-9.76663, -20.43180, 54.79777], [-9.74636, -21.03235, 56.70575], [-10.74321, -21.77336, 55.59167], [-5.21436, -22.97203, 54.83361], [-4.94703, -24.30223, 56.20487], [-5.07450, -22.56208, 56.60868], [-8.38748, -26.84764, 54.37069], [-9.48279, -26.04629, 54.02571], [-9.47341, -24.78659, 53.31435], [-8.43861, -24.33573, 52.97390], [-10.65516, -24.26040, 53.07141], [-10.69363, -22.99525, 52.48260], [-7.90218, -27.27631, 53.57318], [-8.58439, -27.86317, 54.79217], [-7.51117, -26.34203, 54.78917], [-10.71472, -22.13067, 53.29813], [-11.53101, -23.06429, 51.95557], [-9.92645, -22.77666, 51.69831], [-3.73979, -28.43494, 44.52374], [-3.85277, -28.41346, 45.90704], [-3.36663, -27.40936, 46.71120], [-2.60182, -26.54941, 46.17236], [-3.81487, -27.41954, 48.02571], [-3.09683, -26.50474, 48.90044], [-2.71312, -28.15907, 44.13166], [-4.38725, -27.96115, 44.08508], [-4.25617, -29.31735, 43.95312], [-3.11048, -25.46833, 48.36533], [-2.09180, -26.86843, 48.83563], [-3.49239, -26.56712, 49.95985], [-6.41159, -22.42595, 51.03026], [-7.34898, -21.82557, 50.12376], [-7.46167, -22.19494, 48.87988], [-6.95569, -23.28870, 48.43302], [-8.11957, -21.28617, 48.13744], [-8.06327, -21.39434, 46.72274], [-5.36494, -22.25278, 51.00867], [-6.47284, -23.51239, 50.89066], [-6.57442, -22.04716, 51.95752], [-8.25206, -22.30416, 46.18159], [-6.91505, -21.19745, 46.57490], [-8.61078, -20.63990, 46.32605], [-0.59828, -27.58301, 51.78740], [0.41196, -28.57015, 51.38132], [1.40954, -28.76276, 52.19419], [1.66164, -28.14875, 53.21955], [2.26214, -29.86557, 51.86691], [3.62294, -29.86828, 52.29563], [-0.29772, -26.53669, 51.75916], [-0.87529, -27.69920, 52.75934], [-1.54741, -27.73270, 51.33031], [4.03134, -30.67114, 51.69086], [3.70761, -30.33885, 53.30393], [4.23030, -29.00026, 52.22607]], "forces_ev_per_angstrom": [[4.36, -4.69, 1.61], [0.83, -1.99, -1.02], [-0.47, 0.87, 2.30], [2.34, 2.56, -0.98], [2.75, 4.39, 1.35], [-1.40, 0.34, 0.13], [-1.06, 0.90, 0.43], [-5.19, 7.06, -3.59], [1.15, 0.58, 0.49], [0.85, -2.59, -0.42], [1.14, 0.65, -2.34], [-0.56, 0.86, 1.00], [-1.48, -0.82, -0.65], [-1.72, -0.34, 0.41], [-3.13, -0.83, -0.06], [1.48, -1.56, 0.46], [-2.48, -1.95, 1.98], [1.13, -1.54, 0.11], [0.62, 0.07, -1.13], [0.30, -1.31, 0.09], [0.36, -0.47, -0.35], [3.67, 2.59, -0.08], [0.39, 4.61, 0.93], [-0.97, 2.67, -1.47], [-4.18, -2.13, -2.78], [-2.94, 2.79, 0.99], [-3.50, 4.11, 0.93], [4.74, 2.98, 2.06], [0.21, -2.64, -0.88], [-0.58, 0.41, 0.05], [-3.04, -1.20, 0.49], [-0.08, 0.03, 0.17], [1.39, -1.12, 1.13], [-0.46, -2.37, -0.46], [1.76, -1.76, 3.00], [-0.50, 2.22, 1.03], [1.66, -0.05, -1.01], [1.34, -2.56, -0.24], [0.81, -0.50, 0.21], [1.27, -4.23, -2.89], [1.50, -0.47, -0.92], [-2.87, -3.43, -0.33], [-0.59, 0.03, -0.32], [-8.17, 0.88, 4.55], [-1.20, -2.85, -4.09], [2.39, -1.16, 4.65], [0.93, 5.36, -3.05], [6.47, -2.58, -1.69], [3.49, -0.44, -0.78], [-0.65, 1.38, -1.94], [1.56, -2.74, 4.10], [-0.50, 1.10, -1.62], [-0.25, 1.58, -1.09], [-3.34, 1.68, 2.04], [-1.05, -0.93, 3.34], [-1.05, 1.26, -0.03], [-0.32, 0.32, -1.45], [0.91, -0.37, 0.60], [2.03, -1.37, -3.30], [-0.80, -1.50, 0.20], [-3.27, 2.44, 0.48], [2.36, -1.83, 0.44], [2.04, -1.15, 0.05], [0.07, -1.03, -0.49], [-3.94, 2.35, 1.28], [4.35, -1.03, 1.58], [0.26, -1.43, 2.06], [1.05, 0.11, -1.87], [0.02, 0.10, -0.69], [1.38, -0.16, 0.14], [-2.31, 2.26, -1.67], [-1.97, -0.40, -1.08], [1.56, -0.06, 0.35], [-3.28, 2.28, -0.81], [1.41, -3.60, 1.75], [1.96, 1.10, -0.68], [0.22, -2.11, 1.43], [3.27, 2.87, 1.80], [0.93, -0.30, -3.24], [-1.06, 1.50, 1.01], [-0.65, 0.19, 0.97], [0.04, -1.95, -1.85], [-3.98, 0.45, -1.92], [0.02, -0.45, 1.12], [6.42, -5.07, 1.05], [-0.87, -0.47, 3.46], [1.85, 2.70, -2.70], [-2.48, -2.71, 2.77], [0.19, -0.94, -2.73], [-0.22, 1.46, -1.11], [-1.24, -0.65, 0.56], [-6.50, 7.43, -3.80], [2.00, -0.44, 2.12], [-0.15, -1.65, 1.56], [0.85, 0.15, 0.48], [0.12, 0.23, -1.54], [-0.03, -2.84, -2.20], [-0.08, 1.93, 0.35], [2.57, -4.51, -2.23], [-1.99, 4.17, 1.14], [-0.87, -0.94, 1.42], [5.46, -1.02, 0.61], [1.14, 0.86, -1.74], [-0.26, 0.25, 0.69], [-1.66, 0.63, 2.81], [-0.48, -0.87, 0.74], [-2.09, -0.20, -0.66], [-1.66, 2.37, -0.90], [1.05, 0.38, -0.95], [-0.63, -0.07, -0.63], [3.06, -0.88, 2.59], [-0.65, -0.01, -1.18], [-2.34, 2.28, -1.10], [-0.53, -2.64, 1.22], [0.41, -0.22, -0.80], [-0.20, -0.83, 3.12], [0.04, -0.14, -1.47], [0.33, 0.22, -0.48], [-0.25, 0.93, -0.28], [-0.12, 1.12, -0.21]], "mulliken_charge": [-2.13, 0.77, -0.89, 0.39, 0.39, -0.14, -0.75, 1.30, 0.30, 0.59, 0.29, 0.31, 0.38, 0.52, -0.66, -0.48, 1.17, -1.20, -0.25, 0.48, 0.26, -0.99, 0.66, -1.02, -1.32, 1.40, -1.04, -0.65, 0.35, 0.38, 0.35, 0.38, 0.48, 0.28, 0.51, 0.40, 0.36, 0.36, -0.99, 0.40, 0.43, 0.22, 0.27, -0.72, -0.44, -0.35, 0.09, -0.44, -0.71, -0.38, 0.75, -0.67, -0.38, 0.51, 0.35, 0.25, 0.29, -0.02, -0.08, 0.00, -0.97, 0.03, 0.43, -0.54, -0.08, -0.27, 0.33, 0.28, 0.34, 0.13, 0.06, 0.24, -0.45, -0.42, 0.50, -0.01, -0.43, -0.52, 0.01, 0.38, 0.34, 0.08, 0.47, 0.10, -0.83, -0.30, 0.60, -0.60, -0.12, -0.77, 0.28, 0.43, 0.28, 0.36, 0.54, 0.05, -0.62, -0.41, 0.72, -0.54, -0.37, -0.68, 0.51, 0.09, 0.41, 0.29, 0.28, 0.28, -0.33, -0.30, 0.59, -0.56, -0.33, -0.69, 0.56, 0.43, -0.13, 0.27, 0.28, 0.31]}